(1)
Density functional theory data (ωB97M-V/def2-TZVPD) for a cluster of 2 separate species, C3H8N2O2 in total in a non-equilibrium geometry.

Geometry as XYZ:
```
15
Properties=species:S:1:pos:R:3:forces:R:3
C 0.1575 -0.2071 0.0322 -0.2 -0.7 2.0
C 1.6560 -0.3437 0.3985 0.9 -0.1 -0.2
C -0.2494 1.2224 0.2743 0.1 2.1 -0.2
H -2.2057 -0.3238 0.5464 0.0 -1.3 -1.3
H -2.7095 -1.8512 0.0660 1.9 0.2 -0.8
H 2.0420 0.6471 1.0314 -1.4 -3.2 -0.8
H 1.9083 -1.4336 0.8041 -0.5 2.5 -0.4
H 2.1361 -0.6113 -1.4910 -0.8 -1.6 -1.7
H -0.4003 1.5825 1.3890 -0.3 -1.3 -1.7
H 0.7292 1.8081 0.0857 -1.4 -0.7 -0.3
H -1.5472 0.2632 -1.1470 -0.3 4.4 1.5
N -2.0791 -1.0622 -0.2141 1.5 2.9 0.9
N -0.5399 -1.2410 -0.3425 -1.0 0.1 2.0
O 2.3806 -0.0730 -0.7847 1.5 1.5 1.4
O -1.2786 1.6235 -0.6485 0.1 -5.0 -0.4
```
Positions in Å, forces in eV/Å.

Results
LUMO energy (eV): 0.5
Frontier orbital gap (eV): 9.996
Maximum force (hartree/bohr): 0.097
Energy relative to the best compared isomer or geometry (same formula, charge and spin) (kcal per mole): 163.7

Table of natural (NBO) atomic charges, one value per atom, all in e: 0.199, -0.099, -0.174, 0.375, 0.411, 0.216, 0.195, 0.471, 0.198, 0.197, 0.506, -0.735, -0.279, -0.720, -0.758

***

(2)
Density functional theory data (ωB97M-V/def2-TZVPD) for a cluster of 2 separate species, C3H8N2O2 in total in a non-equilibrium geometry.

Geometry as XYZ:
```
15
Properties=species:S:1:pos:R:3:forces:R:3
C -0.5387 2.8316 0.4307 -0.1 0.3 0.0
C -0.1127 -2.8418 -0.1328 0.1 -0.1 0.1
N 0.4201 -0.5748 -0.4132 -0.5 -0.5 0.3
N 0.0759 -1.7405 -1.0631 0.1 -0.4 -0.7
C 1.2938 0.2304 -0.3139 -0.5 -0.3 -0.1
O -0.4712 1.7200 1.2901 -0.1 -0.3 0.4
O 1.9896 1.1394 -0.1389 1.1 0.9 0.0
H -1.2721 1.1970 1.1878 0.1 0.0 0.0
H 0.7731 -1.9803 -1.7666 -0.1 0.2 0.2
H 0.4143 3.3486 0.5182 0.0 0.0 -0.1
H -1.3443 3.5139 0.7217 0.0 0.0 -0.1
H -0.6852 2.5320 -0.6094 0.0 0.0 -0.1
H -0.4584 -3.7017 -0.7076 0.0 0.0 0.1
H 0.8003 -3.1139 0.4183 -0.1 0.1 0.0
H -0.8847 -2.5599 0.5787 0.0 0.0 0.0
```
Positions in Å, forces in eV/Å.

Results
SMILES: CNN=C=O.CO
LUMO energy (eV): 0.6
Frontier orbital gap (eV): 9.543
Maximum force (hartree/bohr): 0.027
Energy relative to the best compared isomer or geometry (same formula, charge and spin) (kcal per mole): 73.6

Table of natural (NBO) atomic charges, one value per atom, all in e: -0.248, -0.410, -0.419, -0.426, 0.835, -0.723, -0.519, 0.465, 0.352, 0.190, 0.159, 0.159, 0.204, 0.175, 0.205

***

(3)
Density functional theory data (ωB97M-V/def2-TZVPD) for an isolated molecule of C3H8N2O2.

Geometry as XYZ:
```
15
Properties=species:S:1:pos:R:3:forces:R:3
N -2.3931 0.4010 0.5895 0.0 0.0 0.1
C -1.3316 -0.2444 -0.0083 0.0 -0.1 -0.1
O -1.2118 -1.4664 0.0267 -0.1 0.4 -0.1
N -0.4612 0.5664 -0.6895 -0.1 0.0 0.1
C 0.8655 0.0700 -1.0161 0.1 -0.1 0.0
C 1.7592 -0.0592 0.2155 0.2 0.3 -0.2
O 1.2064 -0.8793 1.2156 0.0 -0.2 0.0
H -2.8826 -0.1908 1.2447 0.0 0.1 -0.1
H -2.2554 1.3484 0.9099 0.0 -0.1 -0.1
H -0.5706 1.5651 -0.6035 0.0 -0.1 0.1
H 1.3211 0.7501 -1.7436 -0.1 -0.1 0.1
H 0.7480 -0.9033 -1.5028 0.0 0.1 0.1
H 1.9108 0.9364 0.6580 0.0 -0.1 -0.1
H 2.7478 -0.4266 -0.1030 -0.1 0.0 0.0
H 0.5474 -1.4675 0.8068 0.1 0.1 0.2
```
Positions in Å, forces in eV/Å.

Results
SMILES: NC(=O)NCCO
LUMO energy (eV): 0.7
Frontier orbital gap (eV): 10.391
Maximum force (hartree/bohr): 0.008
Energy relative to the best compared isomer or geometry (same formula, charge and spin) (kcal per mole): 6.7

Table of natural (NBO) atomic charges, one value per atom, all in e: -0.835, 0.793, -0.687, -0.634, -0.252, -0.065, -0.737, 0.404, 0.381, 0.386, 0.209, 0.219, 0.160, 0.163, 0.496

***

(4)
Density functional theory data (ωB97M-V/def2-TZVPD) for a cluster of 3 separate species, C3H8N2O2 in total in a non-equilibrium geometry.

Geometry as XYZ:
```
15
Properties=species:S:1:pos:R:3:forces:R:3
C -2.3280 0.8797 -0.3102 1.6 1.1 -0.4
C -1.6209 0.7642 0.8855 -1.1 -1.6 -0.1
N -1.0756 -0.4958 0.8197 0.2 -1.6 0.2
C -1.4073 -1.1045 -0.3867 1.9 1.7 0.8
N -2.0400 -0.2351 -1.1291 -1.4 0.9 0.2
H -2.7043 1.8891 -0.6788 0.1 -2.0 0.3
H -1.6830 1.2305 1.8728 0.2 0.3 -0.8
H -0.5522 -1.0065 1.5387 -0.3 0.8 -0.4
H -0.7843 -1.9625 -0.7204 -1.1 0.5 0.2
H 2.5416 -0.0779 0.4129 -0.6 -0.1 -0.2
H 2.9936 -0.2851 1.8214 -0.7 0.0 0.0
O 2.1709 -0.2155 1.3014 1.2 0.0 0.3
H 2.7933 0.4457 -2.1738 -0.6 -2.1 1.8
H 1.4406 0.3440 -1.7208 -0.3 -0.9 0.8
O 2.2556 -0.1704 -1.5325 0.8 3.1 -2.7
```
Positions in Å, forces in eV/Å.

Results
SMILES: c1c[nH]cn1.O.O
LUMO energy (eV): 0.5
Frontier orbital gap (eV): 9.289
Maximum force (hartree/bohr): 0.080
Energy relative to the best compared isomer or geometry (same formula, charge and spin) (kcal per mole): 41.0

Table of natural (NBO) atomic charges, one value per atom, all in e: -0.122, -0.100, -0.524, 0.142, -0.465, 0.213, 0.223, 0.426, 0.206, 0.492, 0.461, -0.963, 0.471, 0.480, -0.940

***

(5)
Density functional theory data (ωB97M-V/def2-TZVPD) for a cluster of 2 separate species, C3H8N2O2 in total in a non-equilibrium geometry.

Geometry as XYZ:
```
15
Properties=species:S:1:pos:R:3:forces:R:3
O 2.0575 0.7358 0.3317 0.2 -0.5 0.1
C 1.7827 1.8426 0.8973 0.1 0.1 -0.3
O 0.7449 2.4874 0.7248 -0.3 0.5 0.3
H 2.5664 2.2535 1.5520 0.0 0.0 0.1
C -0.9603 -0.3199 -0.7407 -0.3 -1.0 0.0
C -0.6633 -1.2537 0.1642 0.4 0.0 0.6
N -1.5049 -2.2506 0.6182 -0.3 0.2 -0.3
N -0.0113 0.7201 -1.0401 -0.4 -0.4 0.1
H -1.9265 -0.3933 -1.2238 0.1 0.5 -0.3
H 0.2701 -1.2319 0.7206 0.1 0.2 -0.2
H -1.0665 -3.0414 1.0426 0.3 -0.2 0.2
H -2.2208 -2.5419 -0.0205 -0.3 0.0 -0.1
H -0.2122 1.5961 -0.5345 0.1 0.3 -0.1
H 0.1766 0.8948 -2.0209 -0.2 -0.1 0.0
H 0.9674 0.5026 -0.4709 0.4 0.4 -0.1
```
Positions in Å, forces in eV/Å.

Results
LUMO energy (eV): 0.8
Frontier orbital gap (eV): 9.684
Maximum force (hartree/bohr): 0.021
Energy relative to the best compared isomer or geometry (same formula, charge and spin) (kcal per mole): 37.6

Table of natural (NBO) atomic charges, one value per atom, all in e: -0.755, 0.646, -0.735, 0.084, -0.178, 0.023, -0.793, -0.773, 0.191, 0.215, 0.384, 0.373, 0.460, 0.402, 0.457

***

(6)
Density functional theory data (ωB97M-V/def2-TZVPD) for the ion C3H8N2O2 with charge +1 in a non-equilibrium geometry.

Geometry as XYZ:
```
15
Properties=species:S:1:pos:R:3:forces:R:3
N 0.9972 0.5433 -0.9738 -1.1 0.9 0.8
C 0.1473 0.4869 0.1818 0.6 0.1 -0.5
C 0.5721 -0.6754 1.1916 0.4 -0.7 -0.4
O 1.8432 -0.4081 1.6918 -0.7 0.9 0.1
C -1.3414 0.2476 -0.0847 -0.6 -0.4 -0.1
N -1.6822 -0.4809 -1.1384 0.1 0.1 -0.5
O -2.1357 0.7070 0.7122 0.8 0.4 -0.1
H 1.7565 1.2057 -0.8346 0.0 0.0 -0.3
H 0.5163 0.7446 -1.8500 0.3 -0.5 -0.1
H 0.2264 1.4347 0.7367 0.2 -0.3 0.4
H -0.2672 -0.7021 1.8880 0.7 0.1 0.8
H 0.6404 -1.6520 0.6907 -0.5 0.4 -0.5
H 2.3951 -0.0485 0.9757 0.1 -0.6 0.4
H -1.0280 -0.9237 -1.7530 0.3 -0.1 -0.1
H -2.6401 -0.4791 -1.4340 -0.4 -0.2 0.1
```
Positions in Å, forces in eV/Å.

Results
Multiplicity: 2
LUMO energy (alpha / beta) (eV): -3.5 / -9.3
Frontier orbital gap (alpha / beta) (eV): 12.252 / 5.727
Maximum force (hartree/bohr): 0.031
Total charge: +1
Energy relative to the best compared isomer or geometry (same formula, charge and spin) (kcal per mole): 36.2

Table of natural (NBO) atomic charges, one value per atom, all in e: -0.607, -0.152, -0.022, -0.611, 0.645, -0.768, -0.374, 0.407, 0.416, 0.288, 0.230, 0.210, 0.479, 0.418, 0.442

***

(7)
Density functional theory data (ωB97M-V/def2-TZVPD) for a cluster of 3 separate species, C3H8N2O2 in total in a non-equilibrium geometry.

Geometry as XYZ:
```
15
Properties=species:S:1:pos:R:3:forces:R:3
C 1.3715 -1.2082 -0.2793 1.0 0.9 3.1
C 0.7556 -0.1888 -1.0196 -0.1 2.7 0.2
N 0.9558 1.0600 -0.4723 1.1 -1.9 -0.6
C 1.7617 0.8186 0.5530 -1.3 -0.6 2.8
N 1.8646 -0.5693 0.8588 -1.4 1.5 -5.8
H 1.4833 -2.2411 -0.5090 -0.1 -0.7 0.2
H 0.1356 -0.2714 -1.8679 -0.4 -0.4 -0.9
H 2.0760 1.5280 1.3688 -0.1 -0.5 -1.4
H 2.1874 -0.9408 1.6790 1.4 -1.3 2.3
H -1.1252 1.1671 -0.0381 -2.6 1.7 0.9
H -2.0392 2.2930 0.6978 0.3 0.5 0.3
O -2.0761 1.4783 0.2089 2.2 -1.9 -1.2
H -2.6062 -1.2434 -1.0619 -1.7 0.0 -4.5
H -2.4212 -0.3652 0.1006 -0.1 -1.6 -0.1
O -2.3235 -1.3166 -0.2188 1.9 1.7 4.6
```
Positions in Å, forces in eV/Å.

Results
Multiplicity: 2
LUMO energy (alpha / beta) (eV): -5.0 / -8.8
Frontier orbital gap (alpha / beta) (eV): 9.801 / 5.861
Maximum force (hartree/bohr): 0.120
Total charge: +1
Energy relative to the best compared isomer or geometry (same formula, charge and spin) (kcal per mole): 42.0

Table of natural (NBO) atomic charges, one value per atom, all in e: 0.182, 0.127, -0.437, 0.368, -0.508, 0.273, 0.259, 0.262, 0.454, 0.471, 0.500, -0.962, 0.461, 0.496, -0.944

***

(8)
Density functional theory data (ωB97M-V/def2-TZVPD) for an isolated molecule of C3H8N2O2S in a non-equilibrium geometry.

Geometry as XYZ:
```
16
Properties=species:S:1:pos:R:3:forces:R:3
C -2.0426 1.5179 -1.1750 -0.9 -1.2 -0.5
C -0.7915 1.5084 -0.3651 1.2 0.0 0.5
C 1.1056 -1.0108 0.7134 -2.4 -0.4 2.9
H -1.7968 1.2845 -2.2280 -0.1 -0.6 0.5
H -2.4605 2.5078 -1.3136 -0.1 0.3 0.7
H -2.7897 0.8419 -0.7296 0.1 0.2 -0.7
H -0.3789 2.4772 -0.7462 1.1 -0.9 1.3
H -0.9011 1.2992 0.7358 0.0 1.1 -1.1
H 1.9674 0.2355 -0.7889 -1.4 -1.1 1.2
H 2.2836 -2.4241 0.1021 0.5 1.5 2.5
H 0.8752 -2.6836 2.0770 2.1 -0.3 0.5
N 1.1097 -0.1045 -0.2538 3.8 0.9 -0.5
N 2.2445 -1.8140 1.0465 -1.0 -1.7 -3.2
O -0.0110 0.3060 -0.8214 -2.5 0.9 -1.8
O 1.9384 -2.7854 2.0786 -1.9 1.5 -1.3
S -0.3522 -1.1559 1.6684 1.6 -0.2 -1.1
```
Positions in Å, forces in eV/Å.

Results
SMILES: CCONC(=S)NO
LUMO energy (eV): 0.6
Frontier orbital gap (eV): 9.514
Maximum force (hartree/bohr): 0.077
Energy relative to the best compared isomer or geometry (same formula, charge and spin) (kcal per mole): 105.4

Table of natural (NBO) atomic charges, one value per atom, all in e: -0.640, -0.096, 0.268, 0.228, 0.222, 0.222, 0.184, 0.229, 0.392, 0.364, 0.454, -0.276, -0.326, -0.381, -0.568, -0.278

***

(9)
Density functional theory data (ωB97M-V/def2-TZVPD) for a cluster of 2 separate species, C3H8N2O3S in total in a non-equilibrium geometry.

Geometry as XYZ:
```
17
Properties=species:S:1:pos:R:3:forces:R:3
C -0.4427 -1.8422 -1.4585 -0.5 0.6 0.2
C 0.7041 1.4050 -0.5368 -0.1 -1.8 2.0
C 0.6509 -1.4869 -0.4997 -1.4 0.5 0.8
N -0.9476 2.8140 1.6120 0.5 1.2 -1.8
N -1.0145 2.1045 2.4545 -0.6 1.3 -0.3
O -1.2022 1.4765 3.3906 -0.2 -2.2 2.5
O -1.3517 -0.0336 0.5283 -0.2 0.0 0.4
O 0.8781 0.0476 1.7160 -0.1 -0.3 0.5
S 0.0837 -0.0375 0.5239 1.8 0.5 -2.5
H -0.6758 -0.8286 -1.8077 -1.1 -0.9 -1.1
H -0.2242 -2.6074 -2.1740 1.0 0.3 -1.1
H -1.2503 -2.4096 -0.9740 -0.2 1.2 0.4
H 1.6846 1.1278 -0.8811 0.2 -0.1 -0.4
H -0.0225 1.6052 -1.2657 -0.8 0.3 -1.2
H 0.7800 2.2149 0.1641 0.0 0.3 0.2
H 1.5900 -1.2341 -0.9058 1.0 0.4 -0.6
H 0.7600 -2.3155 0.1139 0.7 -1.2 1.9
```
Positions in Å, forces in eV/Å.

Results
SMILES: CCS(C)(=O)=O.N#[N+][O-]
LUMO energy (eV): 0.7
Frontier orbital gap (eV): 11.183
Maximum force (hartree/bohr): 0.065
Energy relative to the best compared isomer or geometry (same formula, charge and spin) (kcal per mole): 85.1

Table of natural (NBO) atomic charges, one value per atom, all in e: -0.626, -0.831, -0.614, -0.137, 0.453, -0.313, -0.939, -0.943, 2.113, 0.216, 0.226, 0.231, 0.226, 0.230, 0.254, 0.223, 0.232

***

(10)
Density functional theory data (ωB97M-V/def2-TZVPD) for an isolated molecule of C3H8N2O4 in a non-equilibrium geometry.

Geometry as XYZ:
```
17
Properties=species:S:1:pos:R:3:forces:R:3
C -0.1913 0.2167 -0.4951 -0.1 0.2 -0.2
C -0.4845 1.6708 -0.1300 0.0 0.4 0.3
N 0.9721 0.0119 -1.3976 0.1 0.4 0.1
C -0.0123 -0.6484 0.7578 0.6 -0.7 0.6
N -1.2225 -2.2566 1.9943 0.3 0.9 0.1
O -1.2673 -1.0062 1.2239 1.4 -0.4 -0.3
O 2.0851 0.7578 -0.8403 -0.7 -0.7 -0.5
O 0.6206 0.6373 -2.6587 0.5 -0.8 1.1
O 1.0449 -1.0111 1.2617 -2.1 0.4 -0.8
H 2.6427 0.0347 -0.4917 -0.3 0.4 -0.3
H 0.8365 -0.0776 -3.2855 0.0 0.5 0.3
H -1.0609 -0.1973 -1.0226 0.4 0.1 0.0
H -1.9319 -2.0819 2.7043 0.0 0.0 -0.1
H -0.3178 -2.1885 2.4744 -0.1 -0.2 0.0
H 0.2847 2.0927 0.5257 -0.1 -0.2 -0.2
H -0.5592 2.3004 -1.0231 0.1 -0.3 0.1
H -1.4391 1.7453 0.4025 0.1 -0.1 -0.1
```
Positions in Å, forces in eV/Å.

Results
SMILES: C[C@H](C(=O)ON)N(O)O
LUMO energy (eV): 0.8
Frontier orbital gap (eV): 10.572
Maximum force (hartree/bohr): 0.046
Energy relative to the best compared isomer or geometry (same formula, charge and spin) (kcal per mole): 132.4

Table of natural (NBO) atomic charges, one value per atom, all in e: -0.186, -0.631, 0.089, 0.790, -0.491, -0.405, -0.590, -0.581, -0.594, 0.487, 0.480, 0.239, 0.348, 0.360, 0.228, 0.236, 0.221

***

Which value of maximum force does entry 8 give? 0.077 hartree/bohr

***

What did the sixth record say?
Density functional theory data (ωB97M-V/def2-TZVPD) for the ion C3H8N2O2 with charge +1 in a non-equilibrium geometry.

Geometry as XYZ:
```
15
Properties=species:S:1:pos:R:3:forces:R:3
N 0.9972 0.5433 -0.9738 -1.1 0.9 0.8
C 0.1473 0.4869 0.1818 0.6 0.1 -0.5
C 0.5721 -0.6754 1.1916 0.4 -0.7 -0.4
O 1.8432 -0.4081 1.6918 -0.7 0.9 0.1
C -1.3414 0.2476 -0.0847 -0.6 -0.4 -0.1
N -1.6822 -0.4809 -1.1384 0.1 0.1 -0.5
O -2.1357 0.7070 0.7122 0.8 0.4 -0.1
H 1.7565 1.2057 -0.8346 0.0 0.0 -0.3
H 0.5163 0.7446 -1.8500 0.3 -0.5 -0.1
H 0.2264 1.4347 0.7367 0.2 -0.3 0.4
H -0.2672 -0.7021 1.8880 0.7 0.1 0.8
H 0.6404 -1.6520 0.6907 -0.5 0.4 -0.5
H 2.3951 -0.0485 0.9757 0.1 -0.6 0.4
H -1.0280 -0.9237 -1.7530 0.3 -0.1 -0.1
H -2.6401 -0.4791 -1.4340 -0.4 -0.2 0.1
```
Positions in Å, forces in eV/Å.

Results
Multiplicity: 2
LUMO energy (alpha / beta) (eV): -3.5 / -9.3
Frontier orbital gap (alpha / beta) (eV): 12.252 / 5.727
Maximum force (hartree/bohr): 0.031
Total charge: +1
Energy relative to the best compared isomer or geometry (same formula, charge and spin) (kcal per mole): 36.2

Table of natural (NBO) atomic charges, one value per atom, all in e: -0.607, -0.152, -0.022, -0.611, 0.645, -0.768, -0.374, 0.407, 0.416, 0.288, 0.230, 0.210, 0.479, 0.418, 0.442

***

Which formula does entry 4 have? C3H8N2O2

***

The highest maximum force belongs to which entry? number 7